[1]
DFT (wB97M-V/def2-TZVPD) results for C34H45BHfN15S2 as an isolated structure in a non-equilibrium geometry.

The max |F| is 0.0424 Eh/bohr. Its total charge is +3. For the HOMO energy, the calculation gives -0.578 Ha. For the total energy, the calculation gives -81980.4538 eV. As for the HOMO-LUMO gap: 7.88 eV. As for the energy relative to the best compared isomer or geometry (same formula, charge and spin): 0.676 eV.

Each line ends with the Löwdin charge.
Atoms and positions in Å:
Hf: 0.297 0.294 0.092  1.63
C: 0.548 -1.882 -2.541  -0.08
N: 0.027 -1.919 -1.167  -0.16
C: 0.605 -3.024 -0.396  -0.14
C: 1.864 -2.522 0.220  -0.30
N: 2.052 -1.231 0.456  0.05
C: 3.268 -1.162 1.138  -0.20
C: 3.965 -0.095 1.703  -0.01
C: 5.152 -0.368 2.350  -0.04
C: 5.660 -1.666 2.454  -0.04
C: 4.982 -2.741 1.917  0.02
C: 3.789 -2.466 1.267  -0.16
N: 2.866 -3.293 0.663  0.21
C: 0.497 -0.475 -3.024  -0.33
N: 0.636 0.540 -2.186  -0.04
C: 0.556 1.682 -2.972  -0.25
C: 0.620 3.032 -2.628  -0.06
C: 0.488 3.951 -3.652  -0.05
C: 0.289 3.559 -4.979  -0.04
C: 0.215 2.228 -5.335  0.03
C: 0.351 1.298 -4.314  -0.16
N: 0.323 -0.082 -4.294  0.22
H: 0.000 -2.547 -3.219  0.15
H: 1.599 -2.196 -2.538  0.15
H: -0.986 -2.045 -1.211  0.03
H: 0.788 -3.920 -1.003  0.15
H: -0.087 -3.301 0.410  0.09
H: 3.606 0.915 1.651  0.09
H: 5.700 0.445 2.799  0.12
H: 6.588 -1.824 2.980  0.12
H: 5.353 -3.748 2.000  0.13
H: 2.938 -4.297 0.586  0.19
H: 0.792 3.350 -1.609  0.11
H: 0.538 5.004 -3.425  0.12
H: 0.194 4.316 -5.742  0.12
H: 0.069 1.929 -6.360  0.13
H: 0.190 -0.691 -5.090  0.19
C: 1.307 -0.056 4.385  0.00
C: 0.777 -0.600 3.224  -0.15
N: 0.693 0.338 2.270  -0.13
N: 1.177 1.483 2.804  -0.01
C: 1.544 1.270 4.072  -0.02
B: 1.155 2.824 2.037  -0.50
N: 2.106 2.708 0.837  -0.02
C: 3.201 3.431 0.571  -0.01
C: 3.828 2.888 -0.536  0.01
C: 3.043 1.802 -0.888  -0.12
N: 1.994 1.702 -0.058  -0.11
N: -0.300 2.992 1.548  -0.02
C: -1.176 3.881 2.028  -0.02
C: -2.448 3.506 1.640  -0.01
C: -2.258 2.341 0.912  -0.17
N: -0.952 2.038 0.834  -0.10
H: 1.484 -0.544 5.319  0.12
H: 0.437 -1.604 3.051  0.09
H: 1.950 2.049 4.684  0.14
H: 1.469 3.716 2.736  0.13
H: 3.484 4.274 1.168  0.14
H: 4.719 3.233 -1.016  0.12
H: 3.204 1.094 -1.678  0.13
H: -0.853 4.714 2.622  0.14
H: -3.370 4.003 1.864  0.11
H: -3.007 1.725 0.454  0.07
C: -4.798 -3.678 0.949  -0.02
N: -3.926 -2.596 0.518  -0.20
C: -3.382 -2.800 -0.804  -0.09
C: -3.360 -1.725 1.370  -0.62
S: -1.680 -1.361 1.198  0.71
N: -4.052 -1.204 2.378  -0.18
C: -3.429 -0.461 3.449  -0.05
C: -5.500 -1.223 2.447  -0.02
H: -4.360 -4.621 0.618  0.11
H: -5.789 -3.588 0.503  0.11
H: -4.879 -3.713 2.030  0.10
H: -4.180 -3.173 -1.443  0.11
H: -2.575 -3.539 -0.798  0.09
H: -3.035 -1.850 -1.209  -0.02
H: -2.360 -0.661 3.481  0.04
H: -3.873 -0.759 4.398  0.11
H: -3.589 0.611 3.312  0.10
H: -5.934 -1.422 1.472  0.10
H: -5.837 -0.243 2.783  0.11
H: -5.861 -1.962 3.163  0.11
S: -2.316 0.474 -1.720  0.73
C: -3.082 1.916 -2.200  -0.76
N: -4.345 1.885 -2.601  0.03
C: -5.082 3.079 -2.977  -0.14
C: -4.530 4.259 -2.187  -0.14
C: -3.034 4.358 -2.454  -0.15
N: -2.432 3.076 -2.125  0.04
H: -4.800 0.988 -2.671  0.14
H: -6.139 2.923 -2.757  0.14
H: -4.983 3.262 -4.052  0.14
H: -4.704 4.104 -1.120  0.12
H: -5.029 5.175 -2.489  0.13
H: -2.573 5.124 -1.827  0.13
H: -2.849 4.609 -3.505  0.13
H: -1.440 3.048 -1.937  0.08

---

[2]
DFT (wB97M-V/def2-TZVPD) results for a 6-piece molecular cluster, C34H45BNO17PS overall in a non-equilibrium geometry.

The max |F| is 0.0400 Eh/bohr. For the HOMO energy, the calculation gives -0.292 Ha. For the total energy, the calculation gives -93089.3800 eV. As for the HOMO-LUMO gap: 8.29 eV. Its structure (SMILES) is CCB(O)c1ccc2c(c1)Sc1ccc([PH2]=O)cc1N2.C[C@@H]1COC(=O)O1.C[C@@H]1COC(=O)O1.C[C@@H]1COC(=O)O1.C[C@@H]1COC(=O)O1.C[C@@H]1COC(=O)O1.

Each line ends with the Löwdin charge.
Atoms and positions in Å:
C: 2.897 0.421 2.943  -0.09
C: 2.906 1.970 3.211  -0.12
B: 1.916 2.731 2.221  -0.44
O: 2.336 3.228 1.011  0.15
C: 0.390 2.912 2.572  -0.10
C: -0.368 4.024 2.250  -0.04
C: -1.703 4.112 2.551  -0.02
C: -2.347 3.078 3.192  -0.27
C: -1.580 1.986 3.537  -0.43
C: -0.243 1.878 3.248  -0.06
S: -2.372 0.648 4.427  1.06
C: -4.036 0.768 3.788  -0.43
C: -4.781 -0.384 3.695  -0.08
C: -6.069 -0.302 3.214  -0.08
C: -6.547 0.934 2.839  -0.36
P: -8.271 0.943 2.253  0.70
O: -8.700 -0.393 1.773  -0.46
C: -5.783 2.075 2.921  -0.04
C: -4.491 2.010 3.397  -0.26
N: -3.737 3.216 3.482  0.07
H: 2.440 0.163 1.980  0.08
H: 3.899 -0.007 3.017  0.06
H: 2.275 -0.054 3.708  0.07
H: 2.557 2.104 4.238  0.10
H: 3.911 2.388 3.064  0.09
H: 3.241 2.929 0.851  0.09
H: 0.118 4.850 1.735  0.12
H: -2.223 5.023 2.269  0.12
H: 0.282 0.973 3.538  0.10
H: -4.369 -1.341 3.997  0.08
H: -6.693 -1.187 3.152  0.11
H: -9.106 1.312 3.339  0.01
H: -8.364 1.905 1.217  0.01
H: -6.245 3.010 2.611  0.12
H: -3.907 3.723 4.343  0.15
C: 1.300 2.074 -2.107  0.00
C: 2.532 1.311 -2.522  -0.32
C: 2.522 0.784 -3.933  -0.09
O: 3.391 -0.361 -3.825  0.08
C: 3.310 -0.804 -2.554  -0.57
O: 3.756 -1.843 -2.168  0.13
O: 2.658 0.085 -1.767  0.08
H: 1.290 2.222 -1.027  0.07
H: 1.262 3.046 -2.594  0.08
H: 0.391 1.521 -2.359  0.10
H: 3.424 1.916 -2.334  0.15
H: 2.904 1.496 -4.659  0.10
H: 1.536 0.434 -4.256  0.15
C: -1.589 4.677 -5.845  -0.02
C: -0.160 4.391 -6.235  -0.32
C: 0.069 3.027 -6.836  -0.08
O: 1.444 2.784 -6.500  0.07
C: 1.705 3.481 -5.370  -0.56
O: 2.694 3.351 -4.715  0.13
O: 0.697 4.334 -5.079  0.09
H: -1.642 5.570 -5.224  0.09
H: -2.208 4.824 -6.729  0.09
H: -2.005 3.856 -5.259  0.09
H: 0.217 5.182 -6.889  0.16
H: -0.075 3.003 -7.913  0.14
H: -0.540 2.247 -6.374  0.14
C: 6.465 -1.116 -0.161  0.00
C: 6.074 0.018 0.750  -0.33
C: 6.034 1.369 0.086  -0.09
O: 6.281 2.252 1.187  0.05
C: 7.019 1.557 2.099  -0.56
O: 7.552 2.043 3.041  0.17
O: 7.058 0.238 1.777  0.09
H: 6.686 -2.015 0.415  0.09
H: 5.657 -1.330 -0.858  0.07
H: 7.367 -0.878 -0.730  0.09
H: 5.125 -0.211 1.243  0.14
H: 5.072 1.588 -0.375  0.12
H: 6.827 1.508 -0.653  0.14
C: -4.379 -6.825 5.195  -0.02
C: -4.595 -5.340 5.034  -0.33
C: -4.034 -4.757 3.762  -0.09
O: -3.784 -3.397 4.143  0.03
C: -3.553 -3.396 5.486  -0.55
O: -3.133 -2.466 6.092  0.16
O: -3.869 -4.599 6.029  0.09
H: -4.604 -7.134 6.215  0.09
H: -5.015 -7.384 4.509  0.09
H: -3.339 -7.091 5.004  0.09
H: -5.656 -5.100 5.148  0.16
H: -4.731 -4.801 2.928  0.14
H: -3.085 -5.210 3.463  0.14
C: 1.560 -4.467 -2.813  -0.02
C: 0.877 -5.050 -4.025  -0.33
C: 1.789 -5.309 -5.196  -0.09
O: 0.886 -5.208 -6.305  0.06
C: -0.116 -4.371 -5.929  -0.56
O: -0.931 -3.921 -6.666  0.16
O: -0.056 -4.117 -4.595  0.08
H: 0.821 -4.100 -2.100  0.09
H: 2.185 -5.211 -2.321  0.09
H: 2.183 -3.615 -3.088  0.07
H: 0.320 -5.951 -3.748  0.16
H: 2.255 -6.291 -5.166  0.14
H: 2.563 -4.546 -5.312  0.14

---

[3]
DFT (wB97M-V/def2-TZVPD) results for C34H45Cl2CsN5O7 as an isolated structure in a non-equilibrium geometry.

The max |F| is 0.0614 Eh/bohr. Its total charge is +1. For the HOMO energy, the calculation gives -0.332 Ha. For the total energy, the calculation gives -83356.8796 eV. As for the HOMO-LUMO gap: 6.77 eV. As for the energy relative to the best compared isomer or geometry (same formula, charge and spin): 2.623 eV.

Each line ends with the Löwdin charge.
Atoms and positions in Å:
Cs: 0.265 -0.051 0.367  1.77
C: -2.804 -2.650 1.261  -0.18
C: -1.943 -2.262 2.453  -0.16
O: -0.648 -1.793 2.136  -0.34
C: 0.334 -2.773 1.850  -0.21
C: 0.272 -3.320 0.414  -0.19
O: -0.197 -2.281 -0.430  -0.51
C: -0.161 -2.577 -1.812  -0.20
C: -1.415 -3.278 -2.306  -0.16
O: -2.501 -2.373 -2.384  -0.11
C: -3.669 -2.674 -1.652  -0.18
C: -3.953 -1.649 -0.559  -0.18
O: -2.954 -1.522 0.426  -0.14
H: -3.782 -2.975 1.642  0.14
H: -2.363 -3.490 0.715  0.11
H: -1.885 -3.112 3.143  0.14
H: -2.436 -1.431 2.959  0.14
H: 0.263 -3.603 2.559  0.14
H: 1.291 -2.272 2.000  0.07
H: -0.393 -4.191 0.365  0.12
H: 1.270 -3.636 0.099  0.12
H: 0.713 -3.188 -2.045  0.12
H: -0.095 -1.620 -2.342  0.12
H: -1.654 -4.126 -1.656  0.12
H: -1.217 -3.668 -3.310  0.13
H: -3.617 -3.680 -1.224  0.12
H: -4.518 -2.650 -2.342  0.13
H: -4.915 -1.918 -0.101  0.13
H: -4.037 -0.660 -1.010  0.12
Cl: 1.935 1.656 6.589  0.66
C: 1.794 1.744 4.861  -0.67
C: 2.443 0.777 4.078  -0.11
C: 2.351 0.846 2.716  -0.60
Cl: 3.153 -0.324 1.727  0.70
C: 1.602 1.856 2.019  -0.56
O: 1.551 1.871 0.764  -0.47
C: 0.904 2.780 2.869  -0.12
C: 0.010 3.774 2.323  -0.20
O: -0.378 3.901 1.165  -0.01
C: 1.052 2.727 4.267  -0.07
H: 3.019 -0.002 4.557  0.11
H: -0.371 4.486 3.084  0.13
H: 0.553 3.472 4.876  0.11
C: 0.179 4.102 -2.411  -0.04
C: 0.310 2.683 -1.813  -0.17
N: -0.930 1.935 -2.014  -0.17
C: -1.281 1.939 -3.426  -0.13
C: -1.646 3.380 -3.875  -0.06
N: -1.265 4.301 -2.759  -0.09
C: -2.114 4.041 -1.553  -0.05
C: -2.001 2.533 -1.228  -0.14
H: 0.757 4.237 -3.326  0.13
H: 0.470 4.864 -1.691  0.14
H: 0.505 2.755 -0.746  0.07
H: 1.134 2.138 -2.275  0.10
H: -2.125 1.271 -3.598  0.13
H: -0.430 1.560 -3.992  0.12
H: -2.713 3.500 -4.059  0.13
H: -1.107 3.683 -4.771  0.13
H: -1.407 5.264 -3.054  0.19
H: -3.135 4.347 -1.776  0.14
H: -1.721 4.631 -0.726  0.12
H: -2.933 2.008 -1.443  0.13
H: -1.768 2.430 -0.171  0.10
C: 6.068 -7.817 -7.089  -0.05
C: 5.629 -7.060 -5.865  -0.27
C: 4.528 -6.212 -5.898  -0.04
C: 4.115 -5.527 -4.766  -0.03
C: 4.817 -5.663 -3.571  -0.26
N: 4.401 -4.983 -2.393  0.13
C: 3.924 -3.699 -2.300  -0.51
O: 3.208 -3.340 -1.379  0.05
N: 4.391 -2.854 -3.277  0.15
C: 3.975 -1.555 -3.573  -0.19
C: 4.679 -0.841 -4.540  0.00
C: 4.283 0.443 -4.858  -0.05
C: 3.185 0.980 -4.203  -0.16
N: 2.505 0.315 -3.276  0.07
C: 2.891 -0.919 -2.962  -0.06
C: 5.916 -6.512 -3.525  -0.02
C: 6.309 -7.202 -4.659  -0.04
H: 5.627 -7.393 -7.990  0.08
H: 5.763 -8.863 -7.027  0.09
H: 7.153 -7.795 -7.188  0.08
H: 3.967 -6.098 -6.818  0.11
H: 3.238 -4.893 -4.805  0.12
H: 4.247 -5.541 -1.570  0.15
H: 5.125 -3.218 -3.863  0.14
H: 5.541 -1.288 -5.022  0.12
H: 4.823 1.014 -5.600  0.11
H: 2.840 1.983 -4.432  0.10
H: 2.314 -1.425 -2.202  0.08
H: 6.464 -6.627 -2.597  0.12
H: 7.170 -7.858 -4.608  0.12